Formula: C40H67As2KOP
Source: the OMol25 dataset
Level of theory: wB97M-V/def2-TZVPD

M, u: 783.891
LUMO level (spin up / spin down), eV: 1.6737 / 1.6604
Total charge: -1

CARTESIAN COORDINATES (ANGSTROEM)
K (0.291, 0.845, 0.882)
C (-1.454, 4.328, 0.395)
C (-0.279, 4.187, 1.353)
C (-0.475, 4.046, 2.806)
C (-1.819, 4.393, 3.390)
C (0.560, 4.024, 3.728)
C (0.344, 4.121, 5.202)
C (1.943, 4.111, 3.278)
C (3.159, 3.863, 4.051)
C (2.178, 4.380, 1.879)
C (3.524, 4.974, 1.571)
C (1.105, 4.318, 0.906)
C (1.351, 4.553, -0.546)
H (-2.137, 5.177, 0.630)
H (-2.095, 3.454, 0.420)
H (-1.049, 4.438, -0.618)
H (-1.885, 5.499, 3.609)
H (-1.828, 3.874, 4.399)
H (-2.672, 4.100, 2.832)
H (1.241, 4.197, 5.795)
H (-0.219, 3.198, 5.480)
H (-0.268, 4.996, 5.480)
H (-2.685, 2.018, -3.447)
H (3.028, 3.786, 5.159)
H (4.106, 3.758, 3.520)
H (3.630, 5.324, 0.530)
H (4.317, 4.257, 1.825)
H (3.640, 5.830, 2.265)
H (1.800, 5.522, -0.833)
H (0.390, 4.481, -1.074)
H (2.086, 3.849, -0.979)
C (3.481, -3.565, -0.125)
As (3.081, -3.032, 1.759)
C (1.638, -4.310, 2.193)
C (4.178, -3.208, 3.363)
C (4.893, -4.377, 3.360)
C (5.785, -4.554, 4.399)
C (5.970, -3.632, 5.426)
C (5.262, -2.449, 5.377)
C (4.326, -2.220, 4.328)
As (3.089, -0.785, 4.728)
C (4.528, 0.286, 5.352)
C (2.477, -1.735, 6.369)
H (2.969, -2.890, -0.851)
H (2.971, -4.556, -0.146)
H (4.553, -3.585, -0.319)
H (2.042, -5.291, 2.405)
H (0.964, -4.407, 1.348)
H (1.120, -3.880, 3.066)
H (4.825, -5.126, 2.572)
H (6.250, -5.541, 4.493)
H (6.655, -3.822, 6.229)
H (5.305, -1.742, 6.208)
H (5.293, 0.430, 4.553)
H (-7.260, -5.335, -1.945)
H (4.581, 0.955, 6.222)
H (1.391, -1.523, 6.527)
H (2.982, -1.881, 7.347)
H (2.510, -2.807, 6.058)
C (-5.398, 2.173, -4.476)
C (-4.858, 2.519, -2.873)
C (-3.502, 1.788, -2.602)
C (-3.404, 0.391, -3.450)
C (-3.112, 0.810, -4.970)
C (-4.027, 2.004, -5.261)
P (-1.809, -0.377, -2.525)
C (-0.504, -0.508, -3.800)
C (-0.499, -1.315, -5.096)
C (0.697, -1.182, -6.099)
C (1.892, -0.611, -5.389)
C (2.014, -0.752, -3.854)
C (0.815, 0.023, -3.310)
C (-2.282, -2.220, -2.201)
C (-2.127, -2.332, -0.663)
C (-2.688, -3.739, -0.324)
C (-4.185, -3.837, -0.481)
C (-4.742, -2.895, -1.547)
C (-3.705, -2.730, -2.693)
H (-5.730, 3.108, -4.908)
H (-6.179, 1.430, -4.670)
H (-5.671, 2.275, -2.180)
H (-4.631, 3.597, -2.639)
H (-8.299, -5.199, -2.010)
H (-3.256, 1.715, -1.578)
H (-4.261, -0.288, -3.447)
H (-3.264, -0.072, -5.715)
H (-2.065, 1.165, -5.048)
H (-4.240, 2.179, -6.338)
H (-3.492, 2.930, -4.983)
H (1.378, -1.389, 0.995)
H (-1.426, -1.165, -5.676)
H (-0.469, -2.398, -4.853)
H (0.412, -0.552, -6.925)
H (0.917, -2.173, -6.520)
H (1.876, 0.458, -5.519)
H (2.834, -0.982, -5.840)
H (2.879, -0.202, -3.489)
H (2.070, -1.833, -3.532)
H (1.001, 1.031, -3.653)
H (0.774, -0.041, -2.199)
H (-1.537, -2.815, -2.704)
H (-2.697, -1.530, -0.154)
H (-1.043, -2.230, -0.447)
H (-2.387, -3.953, 0.711)
H (-2.121, -4.476, -0.925)
H (-4.681, -3.716, 0.505)
H (-4.503, -4.847, -0.767)
H (-5.144, -1.946, -1.152)
H (-5.637, -3.329, -1.975)
H (-4.145, -2.124, -3.479)
H (-3.563, -3.755, -3.164)
O (2.040, -1.400, 1.712)

---

Formula: C27H30FN3O6SY
Source: the OMol25 dataset
Level of theory: wB97M-V/def2-TZVPD

M, u: 632.523
LUMO level, eV: 2.4102
Total charge: -1

CARTESIAN COORDINATES (ANGSTROEM)
Y (0.609, -0.232, 0.431)
O (0.667, 0.819, 4.444)
C (0.618, 0.295, 3.367)
O (0.812, 0.879, 2.192)
C (0.297, -1.249, 3.224)
O (0.139, -1.944, 4.191)
O (0.246, -1.644, 1.962)
C (-2.657, -0.829, 0.821)
C (-3.507, 0.368, 0.403)
C (-4.134, 0.107, -0.967)
C (-2.831, 1.735, 0.511)
C (-3.538, 2.720, 1.201)
C (-3.042, 4.003, 1.342)
C (-1.806, 4.309, 0.798)
C (-1.056, 3.362, 0.105)
C (0.291, 3.845, -0.444)
C (0.254, 4.213, -1.933)
C (1.518, 2.984, -0.143)
C (-1.585, 2.065, -0.052)
N (-0.826, 1.087, -0.763)
C (-0.956, 1.100, -2.133)
C (-1.908, 1.815, -2.880)
C (-1.952, 1.755, -4.268)
C (-1.049, 0.984, -4.990)
C (-0.082, 0.270, -4.283)
C (-0.071, 0.353, -2.914)
F (0.901, -0.336, -2.225)
H (-3.279, -1.718, 0.958)
H (-2.136, -0.655, 1.762)
H (-1.945, -1.078, 0.035)
H (-4.328, 0.424, 1.123)
H (-3.369, -0.063, -1.727)
H (-4.752, 0.947, -1.295)
H (-4.765, -0.787, -0.928)
H (-4.495, 2.458, 1.641)
H (-3.602, 4.751, 1.890)
H (-1.393, 5.305, 0.925)
H (0.461, 4.780, 0.096)
H (0.324, 3.332, -2.574)
H (1.104, 4.861, -2.169)
H (-0.664, 4.742, -2.198)
H (1.521, 2.074, -0.743)
H (1.589, 2.714, 0.909)
H (2.426, 3.527, -0.417)
H (-2.617, 2.437, -2.345)
H (-2.710, 2.328, -4.790)
H (-1.084, 0.941, -6.070)
H (0.671, -0.334, -4.775)
N (-0.788, -2.835, -1.726)
N (0.131, -2.579, -0.659)
H (-0.579, -3.725, -2.164)
H (-0.665, -2.110, -2.421)
H (1.083, -2.861, -0.883)
H (-0.165, -3.086, 0.168)
O (4.256, -5.678, 4.506)
C (4.374, -5.715, 3.155)
O (4.701, -6.743, 2.629)
C (4.083, -4.448, 2.412)
C (3.635, -3.274, 3.010)
C (3.385, -2.141, 2.255)
C (3.541, -2.145, 0.866)
S (3.159, -0.744, -0.149)
C (4.011, -3.326, 0.279)
C (4.277, -4.455, 1.036)
H (3.978, -4.796, 4.781)
H (3.439, -3.200, 4.076)
H (3.049, -1.240, 2.746)
H (4.156, -3.348, -0.795)
H (4.631, -5.367, 0.573)

---

M of number 1 (C40H67As2KOP)?
783.891 u